Molecular formula: C4H10F2KNO6S2
Method: DFT, wB97M-V/def2-TZVPD

The gap between HOMO and LUMO comes out at 9.2 eV. The calculation puts the total energy at -61512.6067 eV. The value obtained for the LUMO energy is -0.81 eV. As for the energy above the lowest of the compared OMol25 structures with the same formula, charge and spin: 67.49 kcal per mole.

```
26
Properties=species:S:1:pos:R:3:forces:R:3
K 0.463214 -1.062258 1.262180 -0.03 0.57 -0.09
N -0.665286 -3.121048 0.082910 3.05 0.71 -2.90
S -2.061536 -3.235198 -0.486020 -10.60 -0.20 1.60
O -2.454266 -4.530388 -1.054030 1.27 2.44 0.26
O -2.715716 -2.011098 -0.984030 1.79 -1.97 0.40
F -2.732086 -3.335108 0.974490 -0.15 0.06 0.19
S -0.060946 -3.409758 -1.456280 5.27 -2.16 -2.79
O -0.517836 -2.820458 -2.713290 0.07 0.13 2.88
O 0.381744 -4.754728 -1.526550 -0.74 -0.71 -0.02
F 1.380314 -2.758098 -1.197540 0.06 1.60 0.38
C 0.754364 2.382242 3.178340 0.44 -0.08 -1.69
O 0.682024 2.034632 1.749520 0.14 -1.15 1.61
C 0.771624 2.987822 0.739880 0.03 0.52 -1.13
C 0.780344 2.231702 -0.674600 0.49 1.10 3.63
O -0.172426 1.223722 -0.506300 0.82 -0.73 -0.32
C -0.069566 0.309502 -1.594200 -1.31 1.34 -1.24
H -0.247726 2.539802 3.577200 0.10 0.02 0.02
H 1.407714 3.233172 3.371100 -0.19 0.30 -0.22
H 1.269914 1.540612 3.640890 -0.37 -0.12 0.12
H 1.681894 3.573652 0.867620 0.29 0.09 -0.22
H -0.048676 3.704832 0.773260 -0.37 -0.07 0.03
H 1.791914 1.831632 -0.743660 0.12 -0.31 -0.45
H 0.610084 2.961922 -1.465730 -0.34 -0.22 -0.25
H 0.873234 -0.194698 -1.806320 0.25 -0.39 1.02
H -0.131356 0.979852 -2.451480 -0.43 -0.40 -0.71
H -0.970956 -0.302248 -1.557360 0.37 -0.39 -0.13
```
Positions in Å, forces in eV/Å.